(1)
Density functional theory data (ωB97M-V/def2-TZVPD) for a cluster of 11 separate species, C37H46Cl8F4O3 in total in a non-equilibrium geometry.

total energy: -5744.17036 a.u.
Kohn-Sham gap: 9.6 eV
E_LUMO: 0.3 eV
SMILES: Fc1ccccc1.Fc1ccccc1.Fc1ccccc1.Fc1ccccc1.CC(C)=O.CC(C)=O.CC(C)=O.ClCCl.ClCCl.ClCCl.ClCCl
HOMO level: -9.29 eV
energy above the lowest of the compared OMol25 structures with the same formula, charge and spin: 0.0 kcal per mole

Each line ends with the Löwdin charge.
Positions of all 98 atoms, in Å:
F -5.987 -0.304 0.563  0.058
C -5.059 -1.137 0.060  -0.310
C -5.243 -2.507 0.207  -0.048
C -4.294 -3.395 -0.248  -0.076
C -3.139 -2.911 -0.841  -0.096
C -2.989 -1.553 -1.032  -0.090
C -3.920 -0.642 -0.535  -0.004
H -6.203 -2.841 0.590  0.124
H -4.414 -4.468 -0.186  0.116
H -2.362 -3.605 -1.133  0.086
H -2.070 -1.203 -1.474  0.065
H -3.745 0.428 -0.592  0.102
F -0.348 3.560 2.042  0.002
C -0.100 4.842 2.443  -0.264
C -0.825 5.881 1.895  -0.006
C -0.565 7.170 2.355  -0.077
C 0.374 7.392 3.349  -0.095
C 1.172 6.343 3.804  -0.080
C 0.939 5.063 3.331  -0.025
H -1.611 5.679 1.178  0.102
H -1.209 7.956 1.978  0.107
H 0.461 8.368 3.810  0.102
H 1.898 6.576 4.570  0.105
H 1.463 4.204 3.739  0.112
F 5.822 -4.327 3.285  0.057
C 5.861 -3.776 2.055  -0.287
C 6.133 -4.617 0.989  -0.017
C 6.135 -4.064 -0.279  -0.086
C 5.926 -2.708 -0.481  -0.086
C 5.641 -1.885 0.599  -0.084
C 5.612 -2.438 1.870  -0.036
H 6.376 -5.659 1.135  0.116
H 6.251 -4.709 -1.144  0.106
H 5.879 -2.268 -1.470  0.084
H 5.475 -0.825 0.479  0.054
H 5.388 -1.839 2.746  0.076
F -4.652 7.012 -1.114  0.050
C -4.104 5.769 -1.203  -0.270
C -4.050 4.921 -0.111  -0.026
C -3.505 3.655 -0.264  -0.088
C -2.903 3.278 -1.454  -0.089
C -2.919 4.140 -2.531  -0.071
C -3.535 5.383 -2.395  -0.018
H -4.504 5.191 0.836  0.121
H -3.542 3.003 0.595  0.050
H -2.393 2.322 -1.484  0.087
H -2.461 3.901 -3.480  0.107
H -3.502 6.053 -3.247  0.119
C -2.620 -2.786 2.942  -1.013
Cl -4.131 -1.896 3.301  0.559
Cl -1.386 -2.515 4.139  0.547
H -2.901 -3.833 2.936  0.029
H -2.328 -2.477 1.943  0.001
C 4.052 -0.015 -3.331  -1.033
Cl 5.305 -0.807 -4.294  0.508
Cl 3.333 1.368 -4.185  0.497
H 3.295 -0.744 -3.097  0.003
H 4.498 0.384 -2.432  -0.006
C 4.306 2.185 2.075  -0.976
Cl 4.524 1.812 0.364  0.568
Cl 4.503 0.786 3.146  0.557
H 5.094 2.883 2.317  0.020
H 3.316 2.581 2.248  0.014
C -4.195 1.562 2.889  -1.019
Cl -4.426 1.561 4.652  0.512
Cl -2.482 1.348 2.522  0.579
H -4.746 0.704 2.524  -0.032
H -4.613 2.440 2.412  0.023
C -0.573 -2.910 -5.461  -0.013
C 0.160 -2.178 -4.355  -0.501
O 1.206 -2.557 -3.917  0.069
C -0.603 -1.024 -3.745  -0.015
H 0.155 -3.590 -5.906  0.085
H -0.953 -2.209 -6.199  0.083
H -1.381 -3.484 -5.011  0.089
H -0.144 -0.629 -2.839  0.066
H -1.603 -1.360 -3.472  0.066
H -0.709 -0.240 -4.498  0.094
C 0.421 -3.772 -0.122  -0.020
C 0.178 -5.112 -0.776  -0.483
O -0.893 -5.682 -0.686  0.051
C 1.273 -5.608 -1.701  -0.008
H 0.803 -3.090 -0.889  0.086
H 1.177 -3.834 0.664  0.090
H -0.502 -3.372 0.292  0.058
H 2.228 -5.601 -1.167  0.085
H 1.338 -4.908 -2.533  0.073
H 1.055 -6.625 -2.006  0.082
C -0.266 0.355 0.269  -0.043
C 1.190 -0.015 0.202  -0.512
O 1.854 0.175 -0.774  0.050
C 1.741 -0.640 1.454  -0.024
H -0.663 0.608 -0.709  0.067
H -0.254 1.216 0.949  0.050
H -0.886 -0.418 0.721  0.057
H 1.573 0.000 2.323  0.082
H 2.803 -0.863 1.403  0.047
H 1.219 -1.587 1.616  0.068

(2)
Density functional theory data (ωB97M-V/def2-TZVPD) for a structure of composition C37H46EuIN4 in a non-equilibrium geometry.

total energy: -2664.44426 a.u.
net charge: -1
2S+1: 8
Kohn-Sham gap (spin up / spin down): 4.4 / 4.5 eV
E_LUMO (spin up / spin down): 2.5 / 0.5 eV
HOMO level (spin up / spin down): -1.83 / -4.05 eV

Each line ends with the Mulliken spin population.
Positions of all 89 atoms, in Å:
Eu -0.026 -0.042 0.856  4.043
C -5.139 -2.911 1.579  -0.002
C -5.198 -2.356 0.153  0.018
C -4.178 -1.253 -0.172  -0.038
C -4.374 0.058 -0.064  0.093
C -5.687 0.765 0.275  0.003
C -6.409 1.601 -0.791  0.008
C -3.059 0.729 -0.114  -0.001
C -2.785 2.104 -0.076  0.209
C -1.473 2.726 -0.046  0.307
C -1.273 4.125 0.255  -0.058
C -2.445 5.126 0.336  0.011
C -2.835 5.745 -1.034  -0.004
C 0.082 4.306 0.223  0.128
C 0.684 2.939 0.060  0.033
C 2.045 2.690 0.280  0.289
C 2.736 1.396 0.214  0.143
N 2.109 0.231 -0.031  0.035
C 2.992 -0.782 0.072  0.056
C 2.627 -2.168 -0.216  0.303
C 1.369 -2.721 -0.354  0.180
N 0.181 -2.040 -0.281  0.075
C -0.841 -3.003 -0.230  0.161
C -2.192 -2.716 -0.300  0.039
C -2.756 -1.462 -0.168  0.270
N -2.079 -0.278 -0.203  0.090
C -0.223 -4.308 -0.217  0.056
C 1.104 -4.165 -0.348  0.031
C 2.162 -5.209 -0.456  0.005
C 2.909 -5.212 -1.795  0.010
C -0.971 -5.577 -0.057  0.007
C -1.012 -6.279 -1.443  0.005
C 4.243 -0.260 0.371  0.114
C 4.059 1.094 0.552  0.038
C 5.163 2.088 0.908  0.014
C 5.726 2.757 -0.300  0.007
C 5.548 -1.003 0.380  0.005
C 6.320 -0.873 -0.950  0.014
N -0.345 2.066 -0.136  0.052
C 0.875 5.516 0.528  0.008
C 1.703 6.041 -0.597  0.017
H -5.731 -3.820 1.828  0.000
H -5.393 -2.038 2.232  0.001
H -4.116 -3.147 1.796  -0.002
H -6.243 -1.990 -0.121  -0.003
H -5.057 -3.138 -0.549  -0.004
H -5.556 1.435 1.137  0.001
H -6.379 -0.028 0.497  0.001
H -5.814 2.372 -1.124  0.000
H -7.329 2.003 -0.463  -0.001
H -6.585 1.057 -1.746  -0.002
H -3.622 2.800 0.094  0.046
H -2.199 5.884 1.047  0.001
H -3.245 4.574 0.806  -0.001
H -2.048 6.368 -1.463  0.000
H -3.742 6.393 -0.966  0.000
H -3.083 4.897 -1.687  0.004
H 2.748 3.527 0.317  0.132
H 3.376 -2.835 -0.163  0.061
H -2.753 -3.661 -0.437  0.002
H 1.625 -6.145 -0.324  -0.002
H 2.845 -5.114 0.432  0.001
H 2.218 -5.263 -2.641  0.000
H 3.693 -5.988 -1.848  0.001
H 3.532 -4.289 -1.886  -0.001
H -1.958 -5.405 0.397  -0.002
H -0.342 -6.175 0.555  0.002
H -1.412 -5.603 -2.207  0.000
H -1.678 -7.145 -1.429  0.000
H 0.003 -6.552 -1.684  -0.001
H 5.951 1.604 1.492  0.002
H 4.677 2.841 1.538  0.000
H 6.217 2.084 -1.072  -0.002
H 6.464 3.604 -0.086  0.000
H 4.864 3.283 -0.848  0.001
H 5.358 -1.987 0.694  0.002
H 6.112 -0.460 1.156  0.002
H 5.728 -1.041 -1.856  0.002
H 7.073 -1.657 -1.053  -0.002
H 6.716 0.154 -0.994  -0.002
H 1.480 5.258 1.365  0.005
H 0.176 6.308 0.960  0.000
H 2.180 5.216 -1.103  0.001
H 2.492 6.707 -0.297  -0.003
H 1.053 6.563 -1.364  -0.004
I 1.030 0.757 3.914  0.001
C -0.698 -0.447 3.142  -0.013
H -1.510 0.124 3.617  0.001
H -0.450 -1.371 3.731  0.001

> Look up the total energy of the first one.

-5744.17036 a.u.

> Which value of total energy does entry 2 give?

-2664.44426 a.u.

> Look up the total energy of the first one.

-5744.17036 a.u.

> What is the total energy in the second record?

-2664.44426 a.u.